No. 1
# C3H8O3S2

A cluster of 3 separate species, C3H8O3S2 in total at a distorted geometry (wB97M-V/def2-TZVPD, the Open Molecules 2025 dataset).

Each line ends with the Mulliken charge.
Element x y z (Å)
1 S 3.403 -1.008 0.283  -0.413
2 S -0.026 -1.326 -1.066  -0.238
3 O 1.281 1.741 -0.366  -0.475
4 O -0.604 1.740 0.854  -0.541
5 O 1.133 0.611 1.583  -0.356
6 C -1.183 -1.075 0.022  0.095
7 C 0.474 1.324 0.687  0.670
8 C -2.445 -0.339 -0.085  -0.972
9 H -2.402 0.549 0.406  0.309
10 H 0.752 2.290 -1.014  0.339
11 H 3.978 -2.060 1.033  0.202
12 H -3.216 -0.844 0.275  0.400
13 H -2.552 -0.164 -1.201  0.278
14 H -0.973 -1.601 1.049  0.223
15 H 3.347 -1.919 -0.717  0.186
16 H 1.832 0.112 1.021  0.294

Max |F| in eV/Å: 5.81
Spin multiplicity: 1
Total energy in hartree: -1141.161283
SMILES string: O=C(O)O.CC=S.S
Relative energy (zero: lowest compared OMol25 entry of this formula, charge and spin) in eV: 1.747



No. 2
# C2HF4I

A cluster of 2 separate species, C2HF4I in total at a distorted geometry (wB97M-V/def2-TZVPD, the Open Molecules 2025 dataset).

Each line ends with the Mulliken charge.
Element x y z (Å)
1 I 2.286 1.452 -0.388  0.066
2 F -1.458 -0.812 -0.775  -0.219
3 F 1.107 -1.025 -1.067  -0.192
4 F 1.248 -0.741 1.045  -0.187
5 F -1.517 -0.191 1.361  -0.189
6 C 0.945 -0.153 -0.079  0.198
7 C -1.157 0.179 0.133  0.255
8 H -1.454 1.292 -0.229  0.268

Max |F| in eV/Å: 4.10
Spin multiplicity: 1
Total energy in hartree: -773.874226
Relative energy (zero: lowest compared OMol25 entry of this formula, charge and spin) in eV: 1.711



No. 3
# C5H16NO

A cluster of 2 separate species, C5H16NO in total at a distorted geometry (wB97M-V/def2-TZVPD, the Open Molecules 2025 dataset).

Each line ends with the Mulliken charge.
Element x y z (Å)
1 O 2.066 -1.992 1.792  -0.589
2 N 1.282 -0.348 0.065  -0.311
3 C 0.196 0.263 -0.893  0.219
4 C -0.519 -0.897 -1.492  -1.525
5 C -1.510 1.917 -1.012  -1.616
6 C -1.382 0.526 1.135  -1.532
7 C -0.644 1.143 -0.073  0.555
8 H 1.877 -2.768 2.203  0.275
9 H -2.471 1.390 -1.141  0.366
10 H 1.451 0.329 0.876  0.353
11 H -1.200 1.871 -2.090  0.399
12 H -1.927 -0.324 0.753  0.338
13 H 0.090 1.814 0.461  0.294
14 H 2.734 -1.579 2.360  0.288
15 H -0.767 0.389 2.019  0.340
16 H 1.076 -1.110 0.582  0.428
17 H 2.067 -0.590 -0.564  0.383
18 H -1.586 2.967 -0.859  0.372
19 H -1.345 -1.239 -0.892  0.311
20 H -2.196 1.142 1.444  0.467
21 H 0.712 0.868 -1.844  0.359
22 H 0.056 -1.812 -1.624  0.442
23 H -0.925 -0.692 -2.461  0.384

Total charge: +1
Max |F| in eV/Å: 5.89
Spin multiplicity: 1
Total energy in hartree: -329.815520
Relative energy (zero: lowest compared OMol25 entry of this formula, charge and spin) in eV: 1.778



No. 4
# C12H10O2S2

An isolated molecule of C12H10O2S2 at a distorted geometry (wB97M-V/def2-TZVPD, the Open Molecules 2025 dataset).

Each line ends with the Mulliken charge.
Element x y z (Å)
1 S 0.761 -1.950 0.959  -0.094
2 S -0.415 -1.127 2.491  -0.132
3 O -0.495 1.394 0.610  -0.497
4 O 0.236 -0.120 -1.477  -0.576
5 C 3.511 0.997 -1.260  -0.188
6 C -3.721 -1.060 0.186  -0.588
7 C 2.304 0.617 -1.803  -0.450
8 C 3.941 0.601 -0.077  -0.391
9 C -2.735 1.068 -0.103  -0.723
10 C 1.892 -0.648 0.332  0.468
11 C 3.231 -0.351 0.813  -0.696
12 C -1.636 0.582 0.781  0.542
13 C 1.501 -0.082 -0.943  0.271
14 C -3.707 0.370 -0.338  -0.415
15 C -1.722 -0.640 1.544  0.099
16 C -2.834 -1.481 1.095  -0.246
17 H -2.923 -2.541 1.352  0.361
18 H -4.606 -1.612 0.049  0.389
19 H 4.922 1.126 0.137  0.245
20 H 3.749 -0.734 1.646  0.516
21 H -4.668 0.633 -0.707  0.408
22 H 4.043 1.603 -2.094  0.232
23 H 0.265 1.133 1.051  0.333
24 H 1.816 1.220 -2.715  0.244
25 H -2.470 1.943 -0.514  0.532
26 H -0.242 -0.942 -1.016  0.354

Max |F| in eV/Å: 11.81
Spin multiplicity: 1
Total energy in hartree: -1409.995515
SMILES string: Oc1ccccc1SSc1ccccc1O



No. 5
# C3H3N3

An isolated molecule of C3H3N3 at a distorted geometry (wB97M-V/def2-TZVPD, the Open Molecules 2025 dataset).

Each line ends with the Mulliken charge.
Element x y z (Å)
1 N 1.318 -0.519 -0.312  -0.439
2 N -0.294 1.234 -0.396  -0.514
3 N -1.078 -0.799 0.465  -0.485
4 C -1.150 0.530 0.207  0.055
5 C 0.265 -1.119 0.362  0.102
6 C 0.859 0.665 -0.740  0.067
7 H 0.553 -1.998 1.079  0.312
8 H 1.577 1.325 -1.118  0.384
9 H -2.049 0.680 0.452  0.519

Max |F| in eV/Å: 8.09
Spin multiplicity: 1
Total energy in hartree: -280.316179
SMILES string: c1ncncn1
Relative energy (zero: lowest compared OMol25 entry of this formula, charge and spin) in eV: 1.758



No. 6
# C11H14N3S

The ion C11H14N3S with charge +1 at a distorted geometry (wB97M-V/def2-TZVPD, the Open Molecules 2025 dataset).

Each line ends with the Mulliken charge.
Element x y z (Å)
1 S 1.362 2.049 -0.754  0.041
2 N 0.351 -1.291 -1.594  -0.637
3 N 1.659 -2.321 0.565  -0.168
4 N 2.533 0.018 0.245  -0.510
5 C 1.370 0.446 -0.159  0.063
6 C -2.303 -0.160 -0.861  -0.260
7 C -1.246 1.053 0.917  -0.323
8 C -2.415 1.756 1.136  -0.887
9 C -3.476 0.537 -0.632  -0.833
10 C -1.174 0.099 -0.095  0.064
11 C 3.488 0.971 0.132  -0.665
12 C 0.128 -0.646 -0.316  1.625
13 C 3.040 2.140 -0.393  -0.341
14 C 0.327 -1.719 0.767  -1.244
15 C -3.532 1.502 0.357  -0.472
16 H -4.348 0.326 -1.231  0.419
17 H 0.274 -1.278 1.763  0.398
18 H 1.903 -3.004 1.280  0.348
19 H -2.454 2.505 1.912  0.403
20 H 4.495 0.758 0.441  0.455
21 H -0.460 -2.469 0.670  0.453
22 H -0.381 1.248 1.535  0.445
23 H 2.331 -1.396 0.529  0.455
24 H -2.279 -0.909 -1.641  0.274
25 H 1.683 -2.743 -0.369  0.394
26 H -4.443 2.054 0.526  0.420
27 H 3.594 3.035 -0.589  0.447
28 H -0.401 -1.943 -1.791  0.304
29 H 0.372 -0.617 -2.350  0.329

Total charge: +1
Max |F| in eV/Å: 2.74
Spin multiplicity: 1
Total energy in hartree: -989.800971
SMILES string: N[C@](C[NH3+])(c1ccccc1)c1nccs1
Relative energy (zero: lowest compared OMol25 entry of this formula, charge and spin) in eV: 0.000



No. 7
# C24H56ClN3O

A cluster of 4 separate species, C24H56ClN3O in total at a distorted geometry (wB97M-V/def2-TZVPD, the Open Molecules 2025 dataset).

Each line ends with the Mulliken charge.
Element x y z (Å)
1 Cl -0.551 -0.969 0.377  -0.710
2 O -2.567 -1.305 5.361  -0.302
3 N 1.685 -3.190 -2.508  0.246
4 N -1.524 1.163 4.067  0.118
5 N -0.059 3.059 -2.111  0.549
6 C -2.928 1.010 3.574  -0.897
7 C 2.028 3.584 -1.045  -0.777
8 C 1.539 -4.655 -2.209  -0.586
9 C 1.696 2.128 -0.680  -0.235
10 C 1.095 -4.706 -0.753  -0.826
11 C -1.184 -1.179 5.168  -0.972
12 C -1.934 0.852 -4.599  -1.484
13 C 0.339 1.838 -1.322  -0.361
14 C 2.392 -2.703 -1.257  -0.131
15 C 1.902 -3.251 -5.033  -0.049
16 C -0.755 1.998 3.056  -0.156
17 C -1.844 1.748 -3.373  -0.161
18 C -1.570 1.773 5.445  -0.533
19 C 1.873 -3.536 -0.090  -0.326
20 C 0.353 -2.542 -2.613  -1.487
21 C 2.899 -3.109 -6.170  -1.438
22 C 1.206 3.863 -2.281  -0.557
23 C -0.207 2.078 6.028  -1.225
24 C 2.578 -2.960 -3.710  -0.846
25 C -2.882 -2.302 6.312  -0.810
26 C -1.077 3.819 -1.346  -1.109
27 C -0.848 -0.184 4.058  -0.378
28 C -1.171 3.447 3.009  -1.401
29 C -0.623 2.671 -3.458  -0.995
30 H -0.201 -3.037 -3.406  0.284
31 H -1.799 1.139 -2.467  0.294
32 H 2.529 -5.100 -2.301  0.424
33 H -1.915 3.161 -1.146  0.402
34 H 0.338 0.967 -1.968  -0.130
35 H -2.201 3.596 2.689  0.357
36 H -0.993 3.959 3.949  0.352
37 H -2.746 0.137 -4.459  0.413
38 H 2.508 -3.442 -7.129  0.394
39 H -2.383 -2.118 7.269  0.337
40 H -2.581 -3.295 5.955  0.319
41 H 0.200 2.230 -4.016  0.444
42 H -2.907 0.561 2.584  0.302
43 H 2.677 -3.977 0.490  0.368
44 H -3.959 -2.314 6.451  0.266
45 H 3.462 -2.803 -1.424  0.478
46 H -0.362 2.483 7.031  0.436
47 H -0.360 1.617 -0.519  0.192
48 H 2.917 -1.927 -3.607  0.468
49 H 0.281 1.951 3.384  0.451
50 H 3.805 -3.699 -5.991  0.347
51 H -2.056 1.007 6.043  0.558
52 H 0.287 2.895 5.498  0.291
53 H 1.692 3.495 -3.183  0.426
54 H 0.225 -0.018 4.164  0.400
55 H 0.853 -5.112 -2.918  0.406
56 H -0.636 4.130 -0.402  0.458
57 H -1.037 0.242 -4.737  0.278
58 H -0.548 3.949 2.264  0.322
59 H 1.569 -4.293 -5.014  0.306
60 H 2.137 -1.651 -1.117  -0.138
61 H -0.895 3.621 -3.922  0.521
62 H 3.094 3.741 -1.167  0.447
63 H 0.513 -1.483 -2.780  0.703
64 H -1.382 4.688 -1.926  0.282
65 H -2.736 2.370 -3.301  0.432
66 H 2.449 1.456 -1.090  0.352
67 H 1.322 -5.686 -0.335  0.457
68 H -2.180 2.664 5.351  0.549
69 H 0.474 1.238 6.119  0.287
70 H -0.898 1.469 2.114  0.182
71 H 0.909 4.899 -2.431  0.379
72 H 0.012 -4.614 -0.666  0.356
73 H -0.795 -2.135 4.797  0.562
74 H -2.119 1.420 -5.508  0.398
75 H 1.179 -2.947 0.503  0.046
76 H -0.136 -2.721 -1.662  0.458
77 H -1.014 -0.546 3.044  0.283
78 H 3.258 -2.084 -6.301  0.350
79 H -3.394 1.990 3.562  0.447
80 H 3.427 -3.623 -3.556  0.395
81 H 1.692 4.250 -0.245  0.264
82 H -0.676 -0.879 6.090  0.383
83 H 1.656 1.979 0.394  0.175
84 H 1.041 -2.609 -5.209  0.220
85 H -3.457 0.365 4.263  0.403

Total charge: +2
Max |F| in eV/Å: 1.12
Spin multiplicity: 1
Total energy in hartree: -1647.229294
Relative energy (zero: lowest compared OMol25 entry of this formula, charge and spin) in eV: 0.000



No. 8
# C6H11NP

The ion C6H11NP with charge +1 at a distorted geometry (wB97M-V/def2-TZVPD, the Open Molecules 2025 dataset).

Each line ends with the Löwdin spin population.
Element x y z (Å)
1 P -0.182 -1.480 1.382  0.676
2 N 0.230 0.395 -0.349  0.204
3 C 0.051 1.152 -1.612  0.008
4 C 0.242 -0.928 -0.263  0.531
5 C 0.865 -2.765 2.104  0.155
6 C -0.003 0.994 0.939  0.212
7 C -1.393 1.646 -1.708  0.012
8 C -0.213 0.129 1.996  0.133
9 H -1.413 2.311 -2.508  0.001
10 H 0.181 -1.660 -1.114  0.025
11 H 0.665 1.943 -1.525  0.002
12 H 1.806 -2.368 2.625  0.020
13 H -1.803 2.071 -0.839  0.002
14 H 0.597 0.459 -2.367  0.000
15 H -1.914 0.709 -1.914  0.001
16 H 0.314 -3.520 2.812  0.007
17 H -0.480 0.524 2.884  0.002
18 H 0.018 2.044 0.757  0.007
19 H 1.311 -3.331 1.365  0.003

Total charge: +1
Max |F| in eV/Å: 3.77
Spin multiplicity: 3
Total energy in hartree: -630.910910